Entry 1:
{
  "formula": "CHClO2PS",
  "method": "wB97M-V/def2-TZVPD",
  "multiplicity": 1,
  "de_lowest_ev": 1.541,
  "total_charge": -1,
  "homo_energy_ev": -4.910,
  "homo_lumo_gap_ev": 8.368,
  "smiles": "O=[P@]1([O-])S[C@H]1Cl",
  "total_energy_ev": -37797.1384,
  "largest_force_ha_per_bohr": 0.0375,
  "elements": ["C", "O", "O", "P", "S", "Cl", "H"],
  "coordinates": [[0.27257, -0.32819, -0.73412], [-0.31417, 1.96637, 0.58686], [-1.83137, 0.13768, 1.50084], [-0.60171, 0.54997, 0.81166], [1.01066, -0.73275, 0.98954], [0.49588, -1.87416, -1.89677], [0.96814, 0.28109, -1.25800]],
  "forces_ev_per_angstrom": [[0.409, -1.498, 1.148], [0.654, 1.047, -0.124], [-0.352, -0.725, -0.081], [-0.288, -0.763, -1.142], [0.213, 0.162, -0.651], [-0.868, 0.953, 0.989], [0.233, 0.823, -0.139]],
  "mulliken_charge": [-0.33, -0.65, -0.67, 0.92, -0.23, -0.29, 0.26]
}

---

Entry 2:
{
  "formula": "C4H5NO",
  "method": "wB97M-V/def2-TZVPD",
  "multiplicity": 1,
  "de_lowest_ev": 1.385,
  "homo_energy_ev": -9.484,
  "homo_lumo_gap_ev": 10.147,
  "smiles": "CO/C=C/C#N",
  "total_energy_ev": -7765.1411,
  "largest_force_ha_per_bohr": 0.0222,
  "elements": ["C", "C", "C", "O", "C", "N", "H", "H", "H", "H", "H"],
  "coordinates": [[0.66005, 1.69064, -0.14671], [-0.58469, -0.84449, 0.39982], [0.05545, -0.53992, -0.74235], [0.60022, 0.62619, -1.08910], [-0.96812, -2.18756, 0.69412], [-1.25393, -3.27227, 0.98930], [0.47921, 1.35735, 0.87745], [1.66851, 2.10092, -0.20499], [-0.06938, 2.45691, -0.41869], [-0.78877, -0.11110, 1.17021], [0.20145, -1.27667, -1.52906]],
  "forces_ev_per_angstrom": [[0.026, 0.187, 0.167], [0.102, 0.128, -0.043], [-0.075, -0.180, 0.137], [-0.034, -0.119, -0.042], [-0.262, -0.964, 0.182], [0.233, 1.063, -0.342], [0.074, 0.020, -0.178], [-0.123, 0.036, -0.043], [0.043, -0.102, 0.050], [0.030, -0.122, -0.074], [-0.013, 0.052, 0.186]],
  "mulliken_charge": [-0.63, -0.34, 0.19, -0.33, 0.07, -0.40, 0.28, 0.25, 0.26, 0.29, 0.37]
}